Computed, not measured: 3 unconnected molecules or ions with the total composition C7H16O2, with ωB97M-V/def2-TZVPD.

The geometry in XYZ format:
```
25
C7H16O2 ωB97M-V/def2-TZVPD
C -1.71 -0.46 -0.96
C -1.09 -1.47 -0.25
C -2.98 0.18 -0.50
C -1.21 -0.08 -2.32
C -0.20 1.57 0.80
H -1.56 -1.82 0.66
H 0.50 -0.77 -0.32
H -0.60 -2.26 -0.81
H -3.27 -0.14 0.50
H -2.88 1.27 -0.51
H -3.79 -0.08 -1.18
H -1.97 -0.32 -3.07
H -1.01 0.99 -2.37
H -0.29 -0.59 -2.56
H -0.69 0.77 1.35
H 0.77 1.77 1.27
H -0.85 2.43 0.90
C 3.14 -0.58 1.27
C 3.92 0.00 2.17
O 2.50 0.13 0.32
O 1.66 -0.69 -0.48
H 0.16 1.31 -0.21
H 2.98 -1.66 1.21
H 4.41 -0.58 2.92
H 4.05 1.08 2.19
```

The SMILES is C=C(C)C.C=COO.C. The calculation puts the energy relative to the best compared isomer or geometry (same formula, charge and spin) at 6.2526 eV. Its net charge is 0. Its HOMO energy is -8.47 eV. Its multiplicity is 1.

Computed, not measured: a molecular structure, C17H25BBrN7O2S2V, with ωB97M-V/def2-TZVPD.

The geometry in XYZ format:
```
56
C17H25BBrN7O2S2V ωB97M-V/def2-TZVPD
V -0.58 0.02 -0.43
C 1.18 1.70 -3.45
N 2.13 1.73 -2.34
C 2.96 2.79 -2.01
C 3.71 2.36 -0.97
N 3.35 1.06 -0.68
B 4.05 0.19 0.39
N 3.09 -0.21 1.60
C 3.57 -1.15 2.49
C 2.70 -1.25 3.51
N 1.68 -0.37 3.24
C 0.51 -0.19 4.07
C 1.93 0.25 2.05
S 0.83 1.38 1.34
C 2.38 0.69 -1.52
S 1.49 -0.78 -1.54
H 1.05 2.72 -3.81
H 0.23 1.29 -3.12
H 1.56 1.07 -4.25
H 2.94 3.72 -2.54
H 4.47 2.87 -0.41
H 4.95 0.84 0.85
H 4.43 -0.85 -0.10
H 4.50 -1.66 2.31
H 2.71 -1.86 4.40
H 0.78 -0.38 5.11
H -0.29 -0.87 3.78
H 0.16 0.84 3.97
N -2.02 0.02 1.26
C -3.38 0.51 0.97
C -3.40 2.00 0.68
C -2.79 2.41 -0.65
N -1.33 2.21 -0.68
H -2.07 -0.91 1.66
H -1.56 0.62 1.95
H -4.06 0.30 1.81
H -3.76 -0.04 0.11
H -2.91 2.54 1.50
H -4.45 2.33 0.68
H -3.04 3.45 -0.85
H -3.21 1.80 -1.46
H -0.88 2.90 -0.09
H -1.01 2.37 -1.63
Br 0.33 -2.70 1.50
C -0.82 -3.04 0.02
C -1.22 -4.34 -0.25
C -2.05 -4.55 -1.34
C -2.42 -3.46 -2.12
C -1.95 -2.21 -1.79
N -1.17 -1.98 -0.71
C -2.25 -0.98 -2.62
O -3.01 -1.06 -3.57
O -1.69 0.09 -2.16
H -0.89 -5.14 0.39
H -2.40 -5.55 -1.57
H -3.05 -3.55 -2.99
```

Its net charge is 0. Its HOMO energy (alpha / beta) is -6.49 / -5.63 eV. Its multiplicity is 2.

Computed, not measured: 9 unconnected molecules or ions with the total composition C41H52F40O9, with ωB97M-V/def2-TZVPD.

The geometry in XYZ format:
```
142
C41H52F40O9 ωB97M-V/def2-TZVPD
C 2.17 -2.64 -1.40
C 3.12 -2.60 -2.64
C 2.60 -1.79 -3.81
F 3.29 -1.91 -4.92
F 1.31 -1.85 -4.14
F 4.33 -2.13 -2.36
F 3.30 -3.85 -3.00
O 2.10 -1.33 -0.85
C 2.06 -1.04 0.55
C 1.84 0.47 0.75
F 2.00 0.89 1.99
F 2.44 1.21 -0.19
F 1.05 -1.68 1.14
F 3.24 -1.42 1.05
H 2.60 -3.31 -0.66
H 1.28 -3.12 -1.80
H 2.74 -0.73 -3.58
H 0.78 0.68 0.59
C -7.00 -8.96 0.49
C -7.86 -7.96 1.25
C -9.23 -7.76 0.52
F -9.97 -8.85 0.36
F -10.02 -6.75 1.04
F -8.04 -8.50 2.48
F -7.07 -6.83 1.40
O -5.64 -9.12 1.02
C -4.55 -9.32 0.09
C -3.15 -9.33 0.80
F -2.08 -9.10 0.07
F -3.00 -8.37 1.81
F -4.79 -10.46 -0.50
F -4.60 -8.37 -0.84
H -6.97 -8.64 -0.55
H -7.53 -9.91 0.61
H -8.90 -7.35 -0.43
H -3.03 -10.28 1.32
C 2.57 -1.33 11.36
C 2.48 -1.66 12.81
C 2.03 -3.07 13.15
F 1.90 -3.35 14.49
F 0.88 -3.33 12.50
F 3.71 -1.38 13.22
F 1.74 -0.72 13.36
O 3.50 -2.24 10.73
C 3.39 -2.53 9.37
C 4.22 -3.81 9.18
F 3.79 -4.81 9.92
F 4.29 -4.22 7.91
F 2.13 -2.73 8.95
F 3.82 -1.36 8.84
H 2.91 -0.31 11.21
H 1.54 -1.24 11.00
H 2.80 -3.72 12.74
H 5.23 -3.62 9.53
C -4.61 8.90 -6.62
C -4.32 10.00 -7.60
C -2.93 9.87 -8.25
F -1.83 9.99 -7.49
F -2.79 8.85 -9.22
F -5.19 10.07 -8.61
F -4.39 11.24 -7.00
O -3.47 8.48 -5.82
C -3.23 7.09 -5.74
C -1.98 6.92 -4.82
F -1.74 5.59 -4.60
F -0.82 7.45 -5.26
F -4.32 6.50 -5.22
F -3.10 6.56 -6.97
H -4.94 8.04 -7.20
H -5.28 9.20 -5.81
H -2.93 10.79 -8.84
H -2.09 7.32 -3.81
C -8.71 5.16 1.71
C -7.47 5.93 2.10
C -7.65 6.84 3.44
F -7.89 6.09 4.51
F -6.56 7.61 3.73
F -6.47 5.05 2.31
F -7.19 6.62 0.99
O -9.82 6.02 1.55
C -10.54 6.17 0.30
C -11.30 4.85 -0.07
F -12.36 4.94 -0.86
F -10.53 3.81 -0.62
F -11.49 7.02 0.47
F -9.80 6.71 -0.61
H -8.95 4.43 2.49
H -8.49 4.57 0.82
H -8.46 7.53 3.23
H -11.69 4.45 0.87
C 13.15 -2.53 3.91
C 11.82 -1.93 3.32
C 10.66 -2.68 3.99
O 11.30 -3.34 5.07
C 12.66 -3.72 4.81
H 13.72 -1.77 4.45
H 13.82 -2.88 3.13
H 11.79 -1.93 2.23
H 11.65 -0.89 3.60
H 10.21 -3.53 3.48
H 9.90 -2.03 4.42
H 12.79 -4.74 4.46
H 13.23 -3.77 5.73
C -5.00 -1.52 7.13
C -6.13 -1.23 8.10
C -6.23 0.27 8.22
O -6.06 0.62 6.84
C -4.98 -0.17 6.34
H -5.06 -2.43 6.53
H -4.11 -1.68 7.73
H -6.12 -1.81 9.02
H -7.10 -1.47 7.68
H -5.53 0.79 8.88
H -7.23 0.56 8.54
H -4.03 0.34 6.52
H -5.01 -0.27 5.26
C 6.69 6.97 -3.21
C 7.11 7.55 -4.51
C 8.00 6.46 -5.15
O 7.28 5.28 -4.76
C 6.52 5.48 -3.47
H 5.88 7.47 -2.67
H 7.57 6.97 -2.56
H 7.71 8.45 -4.44
H 6.28 7.60 -5.22
H 8.99 6.52 -4.70
H 7.99 6.53 -6.24
H 6.92 4.97 -2.59
H 5.46 5.26 -3.58
C 4.61 -5.48 -15.65
C 4.46 -4.79 -14.33
C 5.81 -4.83 -13.74
O 6.41 -6.06 -14.35
C 5.64 -6.56 -15.36
H 5.05 -4.88 -16.45
H 3.73 -6.03 -15.99
H 3.75 -5.25 -13.64
H 4.00 -3.80 -14.31
H 5.75 -5.14 -12.70
H 6.33 -3.89 -13.95
H 5.25 -7.51 -14.99
H 6.27 -6.75 -16.23
```

The SMILES is FC(F)C(F)(F)COC(F)(F)C(F)F.FC(F)C(F)(F)COC(F)(F)C(F)F.FC(F)C(F)(F)COC(F)(F)C(F)F.FC(F)C(F)(F)COC(F)(F)C(F)F.FC(F)C(F)(F)COC(F)(F)C(F)F.C1CCOC1.C1CCOC1.C1CCOC1.C1CCOC1. Its net charge is 0. Its HOMO energy is -9.35 eV. Its multiplicity is 1.

Computed, not measured: a molecular structure, C31H35CdN2OP2S, with ωB97M-V/def2-TZVPD.

The geometry in XYZ format:
```
73
C31H35CdN2OP2S ωB97M-V/def2-TZVPD
Cd -0.89 -2.80 -1.65
N 0.19 -6.19 0.63
C -0.28 -5.27 -0.21
O -0.78 -4.18 0.23
C -0.35 -5.66 -1.63
C -0.99 -4.67 -2.59
H 0.29 -5.93 1.63
H 0.77 -6.95 0.26
H -0.88 -6.63 -1.74
H 0.72 -5.88 -1.83
H -2.09 -4.84 -2.67
H -0.50 -4.65 -3.55
C 3.76 4.28 0.99
S 2.17 4.23 1.85
C 0.96 4.25 0.51
C 0.09 2.98 0.46
C 0.92 1.69 0.32
N 0.11 0.44 0.29
P -0.10 -0.35 -1.29
C -0.81 0.99 -2.34
C 0.01 1.90 -3.03
C -0.63 2.86 -3.84
C -2.00 2.84 -4.02
C -2.80 1.97 -3.26
C -2.21 1.05 -2.43
C 1.55 -0.63 -2.02
C 1.70 -0.77 -3.41
C 2.98 -0.90 -3.97
C 4.13 -0.90 -3.17
C 4.00 -0.80 -1.77
C 2.70 -0.64 -1.21
P -0.02 -0.58 1.71
C 0.08 0.58 3.14
C 1.23 0.43 3.94
C 1.25 0.93 5.25
C 0.13 1.61 5.75
C -0.97 1.86 4.89
C -1.00 1.38 3.59
C -1.84 -0.94 1.66
C -2.69 0.03 1.23
C -4.10 -0.15 1.29
C -4.60 -1.36 1.76
C -3.68 -2.34 2.14
C -2.30 -2.17 2.09
H 4.54 4.28 1.75
H 3.89 5.17 0.37
H 3.85 3.34 0.44
H 1.38 4.51 -0.49
H 0.27 5.09 0.74
H -0.58 3.07 -0.39
H -0.55 2.93 1.37
H 1.63 1.65 1.19
H 1.54 1.75 -0.58
H 1.08 1.98 -2.89
H -0.04 3.52 -4.47
H -2.41 3.52 -4.73
H -3.89 1.98 -3.27
H -2.79 0.35 -1.82
H 0.83 -0.66 -4.06
H 3.09 -0.98 -5.02
H 5.13 -0.95 -3.60
H 4.86 -0.75 -1.12
H 2.57 -0.47 -0.13
H 2.08 -0.10 3.52
H 2.18 0.86 5.80
H 0.11 2.03 6.75
H -1.77 2.51 5.24
H -1.86 1.54 2.90
H -2.32 0.95 0.78
H -4.81 0.58 0.96
H -5.64 -1.59 1.79
H -4.03 -3.28 2.54
H -1.60 -2.95 2.42
```

The calculation puts the energy relative to the best compared isomer or geometry (same formula, charge and spin) at 0.0000 eV. Its net charge is +1. Its HOMO energy is -10.24 eV. Its multiplicity is 1.

Computed, not measured: 5 unconnected molecules or ions with the total composition C30H73N3, with ωB97M-V/def2-TZVPD.

The geometry in XYZ format:
```
106
C30H73N3 ωB97M-V/def2-TZVPD
C 1.49 3.95 -0.04
C 1.16 4.15 -1.52
N 1.38 2.77 -2.11
C 0.28 2.34 -3.07
C -0.09 3.44 -4.15
C 2.76 2.58 -2.50
C 2.91 1.12 -2.69
H 2.53 3.58 0.02
H 0.83 3.28 0.39
H 1.64 4.99 0.49
H 1.59 5.03 -1.75
H 0.20 4.37 -1.73
H -0.54 2.16 -2.66
H 0.56 1.32 -3.32
H -0.63 4.30 -3.67
H -0.90 3.08 -4.76
H 0.65 3.60 -4.86
H 3.47 3.02 -1.68
H 3.07 3.13 -3.41
H 3.98 1.17 -2.83
H 2.55 0.81 -3.60
H 2.68 0.34 -2.01
C -1.23 -2.98 3.87
C -1.95 -1.68 3.91
N -1.11 -0.56 4.48
C -1.16 0.77 3.85
C -2.52 1.33 3.94
C -0.95 -0.62 5.96
C 0.23 0.22 6.48
H -0.23 -2.67 3.34
H -1.73 -3.65 3.18
H -0.85 -3.56 4.91
H -2.91 -1.74 4.57
H -2.12 -1.43 2.86
H -0.83 0.67 2.86
H -0.52 1.54 4.20
H -3.25 0.50 3.79
H -2.56 2.36 3.18
H -2.83 1.75 4.90
H -0.88 -1.68 6.25
H -1.85 -0.14 6.57
H 0.46 -0.05 7.54
H 0.01 1.32 6.47
H 1.07 -0.02 5.93
C 2.60 2.62 3.66
C 2.89 1.45 2.68
N 2.99 0.30 3.45
C 2.09 -0.86 3.08
C 2.26 -1.43 1.61
C 4.37 -0.17 3.74
C 4.69 -1.07 5.03
H 2.16 3.67 3.54
H 3.49 2.89 4.17
H 1.95 2.34 4.55
H 3.59 1.51 1.82
H 2.08 1.48 2.05
H 1.09 -0.42 2.91
H 1.92 -1.68 3.94
H 3.31 -2.02 1.59
H 2.04 -0.44 1.04
H 1.51 -2.09 1.33
H 4.84 0.73 4.11
H 4.84 -0.39 2.88
H 5.78 -1.16 5.11
H 4.29 -2.09 4.86
H 4.23 -0.60 6.03
C -2.43 -0.21 -7.08
C -1.56 -0.19 -5.83
C -0.94 -1.43 -5.42
C 0.14 -1.36 -4.41
C 0.76 -2.63 -3.88
C 2.12 -2.54 -3.14
H -2.59 0.80 -7.41
H -3.39 -0.65 -6.78
H -1.97 -0.77 -7.88
H -2.21 0.12 -5.07
H -0.76 0.56 -5.87
H -0.62 -2.05 -6.23
H -1.89 -2.21 -5.19
H -0.26 -0.65 -3.46
H 0.94 -0.76 -4.79
H 0.82 -3.15 -4.72
H 0.03 -3.11 -3.43
H 1.84 -1.88 -2.31
H 3.13 -2.17 -3.60
H 2.49 -3.66 -2.66
C -0.86 -0.44 -0.41
C -1.92 -1.42 -0.96
C -3.05 -0.80 -1.96
C -4.01 -1.92 -2.54
C -4.70 -2.63 -1.46
C -5.56 -1.62 -0.71
H -0.31 -0.81 0.42
H -1.46 0.27 -0.16
H -0.06 -0.21 -1.05
H -2.44 -1.81 -0.20
H -1.35 -2.23 -1.54
H -2.54 -0.39 -2.76
H -3.61 0.00 -1.45
H -3.56 -2.63 -3.10
H -4.70 -1.56 -3.36
H -3.89 -3.26 -0.75
H -5.44 -3.21 -2.06
H -5.96 -0.76 -1.34
H -4.79 -1.12 -0.14
H -6.31 -2.29 -0.05
```

The SMILES is CCN(CC)CC.CCN(CC)CC.CCN(CC)CC.CCCCCC.CCCCCC. The calculation puts the energy relative to the best compared isomer or geometry (same formula, charge and spin) at 1.9426 eV. Its net charge is 0. Its HOMO energy is -7.85 eV. Its multiplicity is 1.

Strongest force on any atom per entry: 3.845, 0.450, 3.895, 3.682, 8.770 eV Å⁻¹
E_tot per entry: -426.58607, -5536.00104, -6265.00102, -2635.45654, -1350.59524 hartree